[1]
DFT (ωB97M-V/def2-TZVPD) results for C31H35BCl57FIO6P as an isolated structure.

Summary:
HOMO level in eV: -8.6
Kohn-Sham gap in hartree: 0.252
ΔE to the lowest compared entry with this formula, charge and spin in kJ/mol: 0.0
Calculated total energy in a.u.: -28648.335598

ORCA input file:
```
! wB97M-V def2-TZVPD RIJCOSX def2/J DEFGRID3
* xyz 0 1
C -5.424 2.292 -1.278
C -5.306 2.811 -2.730
B -3.898 2.699 -3.421
O -3.875 2.785 -4.772
C -2.509 2.485 -2.675
C -2.032 3.270 -1.701
I -2.970 4.994 -0.961
C -0.708 2.916 -1.082
O 0.119 3.736 -0.740
C -0.482 1.436 -0.959
C 0.201 0.940 0.277
P -0.601 1.583 1.796
O -0.650 0.513 2.803
O -2.053 2.134 1.454
O 0.196 2.837 2.345
C -0.923 0.649 -1.959
C -0.743 -0.849 -1.909
C -1.106 -1.615 -3.171
C -2.470 -2.264 -3.092
F -0.176 -2.679 -3.255
C -1.611 1.356 -3.073
O -1.468 1.107 -4.255
H -4.484 1.937 -0.867
H -5.747 3.105 -0.636
H -6.203 1.545 -1.196
H -5.669 3.830 -2.830
H -5.972 2.205 -3.344
H -2.985 2.656 -5.127
H 1.243 1.255 0.322
H 0.155 -0.133 0.392
H -2.525 1.546 0.856
H 1.088 2.515 2.531
H 0.309 -1.039 -1.730
H -1.279 -1.269 -1.060
H -0.976 -1.046 -4.081
H -2.710 -2.698 -4.055
H -2.419 -3.033 -2.330
H -3.208 -1.511 -2.827
C -2.969 8.189 2.239
Cl -3.720 7.451 3.651
Cl -1.399 7.460 1.921
Cl -3.984 8.019 0.802
H -2.833 9.244 2.433
C 2.470 5.792 -1.722
Cl 4.180 5.372 -1.591
Cl 2.024 6.987 -0.505
Cl 2.098 6.379 -3.346
H 1.884 4.899 -1.543
C -2.328 -1.815 4.964
Cl -2.869 -3.424 4.492
Cl -3.493 -1.046 6.046
Cl -0.743 -1.919 5.728
H -2.232 -1.202 4.075
C -1.234 2.213 -8.048
Cl -0.795 3.146 -6.613
Cl -2.070 0.728 -7.604
Cl -2.256 3.160 -9.127
H -0.326 1.953 -8.574
C -5.719 -0.786 -9.701
Cl -5.609 -1.589 -11.269
Cl -5.251 -1.887 -8.401
Cl -4.729 0.670 -9.669
H -6.750 -0.499 -9.543
C 5.263 4.574 -5.288
Cl 5.140 3.715 -6.827
Cl 5.896 3.513 -4.032
Cl 6.265 6.014 -5.453
H 4.268 4.887 -4.996
C -3.336 4.028 5.852
Cl -3.222 5.750 6.232
Cl -5.001 3.465 6.003
Cl -2.711 3.702 4.237
H -2.731 3.485 6.565
C 1.795 -0.134 8.092
Cl 3.255 -0.778 7.331
Cl 1.756 -0.544 9.807
Cl 1.693 1.611 7.864
H 0.937 -0.588 7.616
C -1.423 -7.041 3.573
Cl -0.695 -5.742 2.623
Cl -0.610 -7.185 5.130
Cl -3.156 -6.763 3.787
H -1.298 -7.963 3.028
C -5.853 4.840 -10.498
Cl -4.349 4.224 -11.182
Cl -5.899 4.560 -8.756
Cl -6.050 6.556 -10.858
H -6.674 4.299 -10.951
C -0.175 -11.065 4.519
Cl 0.510 -9.895 3.387
Cl 0.595 -10.865 6.088
Cl -1.925 -10.860 4.638
H 0.028 -12.060 4.150
C 2.840 -2.713 -2.066
Cl 4.295 -3.419 -2.763
Cl 2.675 -3.150 -0.364
Cl 2.844 -0.955 -2.253
H 1.981 -3.100 -2.599
C 3.962 -8.910 7.778
Cl 3.377 -9.643 9.269
Cl 5.043 -10.013 6.920
Cl 2.619 -8.419 6.748
H 4.523 -8.026 8.041
C 5.131 -6.071 11.711
Cl 5.063 -4.313 11.796
Cl 3.553 -6.782 12.042
Cl 5.735 -6.594 10.132
H 5.825 -6.422 12.463
C -7.427 3.191 -14.218
Cl -6.721 2.891 -15.804
Cl -6.573 2.279 -12.970
Cl -7.421 4.914 -13.843
H -8.455 2.854 -14.237
C 3.678 4.754 2.129
Cl 2.322 5.056 3.210
Cl 5.175 5.406 2.788
Cl 3.837 3.016 1.813
H 3.477 5.248 1.189
C 6.955 -11.360 11.142
Cl 6.291 -9.736 10.968
Cl 8.719 -11.324 11.127
Cl 6.357 -12.128 12.614
H 6.623 -11.948 10.297
C 5.770 -1.994 10.021
Cl 5.922 -3.741 9.818
Cl 5.394 -1.591 11.697
Cl 7.238 -1.171 9.493
H 4.953 -1.654 9.398
C 8.018 5.446 -9.175
Cl 8.489 5.139 -10.847
Cl 8.872 4.363 -8.077
Cl 8.310 7.133 -8.746
H 6.957 5.253 -9.081
*
```

---

[2]
DFT (ωB97M-V/def2-TZVPD) results for C31H35BrCl3N3O2PReSSi as an isolated structure.

Summary:
HOMO level (spin up / spin down) in eV: -10.3 / -10.5
Kohn-Sham gap (spin up / spin down) in hartree: 0.175 / 0.208
Calculated total energy in a.u.: -6578.962623

ORCA input file:
```
! wB97M-V def2-TZVPD RIJCOSX def2/J DEFGRID3
* xyz 1 2
Re -0.172 -0.041 0.625
O 3.676 0.490 1.741
C 2.706 0.979 1.200
O 1.490 0.659 1.472
C 2.859 2.087 0.187
C 3.890 2.995 0.397
C 4.051 4.085 -0.440
C 3.187 4.266 -1.512
C 2.196 3.343 -1.766
C 2.009 2.246 -0.914
S 0.759 1.136 -1.404
H 4.562 2.822 1.225
H 4.846 4.789 -0.259
H 3.285 5.126 -2.157
H 1.536 3.450 -2.614
Cl -1.524 0.203 4.278
Si -0.618 -1.014 2.903
Cl 1.001 -1.810 3.856
Cl -1.927 -2.661 2.752
C -1.129 -0.365 -3.728
C -2.094 0.206 -2.696
N -3.022 -0.787 -2.193
C -4.143 -1.078 -3.073
C -5.284 -0.079 -2.895
C -2.857 -1.388 -1.020
C -3.850 -2.447 -0.623
N -1.874 -1.173 -0.170
H -0.427 0.408 -4.020
H -1.649 -0.709 -4.618
H -0.559 -1.192 -3.316
H -2.660 1.020 -3.150
H -1.543 0.612 -1.849
H -4.508 -2.088 -2.901
H -3.775 -1.038 -4.099
H -5.588 -0.018 -1.853
H -6.141 -0.396 -3.483
H -4.993 0.913 -3.231
H -3.720 -3.338 -1.237
H -4.874 -2.096 -0.722
H -3.692 -2.731 0.416
H -1.989 -1.868 0.574
Br 2.760 -6.196 -0.509
C 2.096 -4.437 -0.308
C 1.059 -3.982 -1.115
C 0.553 -2.722 -0.883
N 1.003 -1.912 0.079
C 2.052 -2.321 0.793
C 2.624 -3.571 0.640
H 0.649 -4.600 -1.895
H -0.256 -2.350 -1.495
H 2.464 -1.636 1.523
H 3.456 -3.863 1.261
C -0.644 3.038 2.312
P -1.505 1.973 1.105
C -1.799 3.087 -0.309
C -2.956 2.894 -1.062
C -3.264 3.754 -2.099
C -2.418 4.809 -2.401
C -1.256 4.991 -1.672
C -0.944 4.136 -0.629
C -3.220 1.842 1.704
C -3.840 0.610 1.867
C -5.188 0.544 2.174
C -5.925 1.707 2.323
C -5.304 2.939 2.183
C -3.959 3.012 1.872
H -1.121 4.017 2.349
H 0.401 3.138 2.014
H -0.684 2.574 3.296
H -3.619 2.076 -0.816
H -4.173 3.615 -2.666
H -2.670 5.475 -3.212
H -0.600 5.812 -1.911
H -0.035 4.293 -0.068
H -3.260 -0.292 1.762
H -5.662 -0.419 2.293
H -6.980 1.653 2.548
H -5.875 3.847 2.302
H -3.496 3.980 1.742
*
```

---

[3]
DFT (ωB97M-V/def2-TZVPD) results for C31H35BrIN5O8PPt as an isolated structure.

Summary:
HOMO level in eV: -10.9
Kohn-Sham gap in hartree: 0.250
ΔE to the lowest compared entry with this formula, charge and spin in kJ/mol: 28.3
Calculated total energy in a.u.: -5410.322324

ORCA input file:
```
! wB97M-V def2-TZVPD RIJCOSX def2/J DEFGRID3
* xyz 1 1
Pt 0.061 -0.734 0.079
O -2.142 1.595 4.292
C -1.674 0.451 4.825
C -1.959 0.115 6.148
C -1.473 -1.053 6.700
C -0.689 -1.920 5.945
C -0.419 -1.606 4.633
C -0.902 -0.429 4.046
C -0.623 -0.201 2.631
O -0.200 -1.257 1.962
N -0.756 0.994 2.101
N -0.546 0.964 0.785
C -0.723 1.933 -0.036
C -0.350 1.648 -1.419
C -0.364 2.598 -2.417
C 0.041 2.234 -3.698
C 0.443 0.933 -3.937
C 0.445 0.029 -2.887
N 0.056 0.381 -1.670
H -2.715 2.036 4.931
H -2.567 0.788 6.741
H -1.703 -1.287 7.731
H -0.302 -2.830 6.380
H 0.176 -2.274 4.027
H -1.127 2.875 0.308
H -0.684 3.605 -2.189
H 0.044 2.964 -4.495
H 0.761 0.609 -4.917
H 0.760 -0.998 -3.012
I -0.451 -6.735 -1.237
C 0.360 -4.865 -0.977
C 1.651 -4.459 -1.253
N 1.736 -3.166 -0.931
N 0.571 -2.710 -0.450
C -0.288 -3.733 -0.485
H 2.496 -4.993 -1.654
H 2.508 -2.519 -1.075
H -1.296 -3.623 -0.128
Br 5.695 0.857 -1.636
C 5.281 1.052 0.201
C 6.267 1.651 0.971
C 6.062 1.871 2.323
C 4.865 1.501 2.914
C 3.882 0.908 2.147
C 4.068 0.665 0.782
C 2.966 -0.013 0.032
O 1.853 -0.044 0.716
O 3.096 -0.439 -1.098
H 7.195 1.946 0.502
H 6.843 2.336 2.910
H 4.698 1.674 3.969
H 2.947 0.611 2.598
C -5.553 -2.840 1.508
C -4.169 -3.450 1.658
C -3.621 -3.249 3.057
C -4.174 -4.919 1.279
O -3.223 -2.836 0.700
P -3.122 -1.283 0.386
O -3.213 -0.415 1.562
O -1.802 -1.192 -0.467
O -4.263 -0.956 -0.644
C -4.414 -1.335 -2.050
C -5.905 -1.230 -2.310
C -3.921 -2.751 -2.307
C -3.647 -0.323 -2.890
H -6.234 -3.330 2.204
H -5.936 -2.983 0.496
H -5.541 -1.773 1.735
H -4.278 -3.731 3.784
H -3.553 -2.188 3.290
H -2.629 -3.695 3.139
H -4.845 -5.471 1.938
H -3.173 -5.342 1.375
H -4.513 -5.050 0.250
H -6.449 -1.982 -1.737
H -6.113 -1.384 -3.370
H -6.267 -0.244 -2.020
H -4.448 -3.467 -1.676
H -2.850 -2.839 -2.121
H -4.109 -3.010 -3.350
H -4.049 0.678 -2.732
H -3.740 -0.572 -3.948
H -2.590 -0.331 -2.618
*
```

---

The highest calculated total energy belongs to which entry?
C31H35BrIN5O8PPt

---

Which value of calculated total energy does entry 1 give?
-28648.335598 a.u.

---

What is the calculated total energy in the first record?
-28648.335598 a.u.